1.
Entry from the OMol25 dataset: one molecule with the formula C3H3NO2 (ωB97M-V with the def2-TZVPD basis set).

Geometry (Å):
O1 2.05110 0.14748 0.21107
C1 0.75185 -0.04350 0.07122
C2 -0.35059 0.67431 0.47008
C3 -1.38882 0.04512 -0.12566
O2 -1.12390 -1.20576 -0.40949
N1 0.31147 -0.99484 -0.71382
H1 2.49177 -0.58750 -0.25260
H2 -0.44121 1.44687 1.16684
H3 -2.30166 0.51781 -0.41764

The energy relative to the best compared isomer or geometry (same formula, charge and spin) is 3.949 eV. The HOMO-LUMO gap comes out at 9.7892 eV. The highest occupied orbital energy is -9.16 eV. Its LUMO energy is 0.0232 Ha. The SMILES is Oc1ccon1.

These are the Mulliken partial charges, in e, on atoms 1 to 4: number 1, O, carries -0.4812; number 2, C, carries 0.6823; number 3, C, carries -0.6268; number 4, C, carries -0.0693

2.
Entry from the OMol25 dataset: C18H33CaN6O5P2S2 as an isolated structure (ωB97M-V with the def2-TZVPD basis set).

Geometry (Å):
Ca1 -0.40042 -0.55552 -0.53140
O1 2.36621 -2.21283 -3.87892
C1 1.43174 -2.75021 -4.69469
C2 1.88787 -3.36415 -5.85895
C3 0.99174 -3.91398 -6.75074
C4 -0.37818 -3.86089 -6.49750
C5 -0.83409 -3.25657 -5.34660
C6 0.05309 -2.69475 -4.42169
C7 -0.45942 -2.06751 -3.18326
O2 0.39327 -1.54685 -2.33366
N1 -1.75503 -2.07422 -3.01706
N2 -2.21552 -1.48464 -1.84894
C8 -3.48481 -1.59627 -1.70976
S1 -4.45364 -2.48263 -2.85613
C9 -6.03311 -2.06835 -2.04476
C10 -5.79280 -1.91543 -0.55638
S2 -4.32245 -0.86672 -0.36332
H1 1.87616 -1.78323 -3.14902
H2 2.95447 -3.38836 -6.03773
H3 1.35527 -4.38723 -7.65366
H4 -1.08101 -4.29165 -7.19743
H5 -1.89240 -3.20877 -5.13326
H6 -6.72792 -2.88234 -2.24589
H7 -6.42090 -1.14921 -2.48085
H8 -5.60615 -2.87451 -0.07707
H9 -6.62162 -1.41313 -0.06023
C11 0.90957 4.56240 0.16373
N3 0.95765 3.65701 1.31210
C12 1.61519 4.18286 2.50271
P1 0.07237 2.29734 1.28619
O3 0.00834 1.66419 -0.06390
O4 0.80158 1.33569 2.36391
P2 1.51297 -0.12225 2.17506
O5 0.56557 -1.06485 1.50827
N4 2.86901 0.15644 1.33102
C13 3.63932 1.39076 1.42979
C14 3.35337 -0.82032 0.35199
N5 1.85894 -0.58708 3.69376
C15 0.73807 -0.94719 4.56337
C16 3.08648 -0.20969 4.38012
N6 -1.42349 2.57999 1.88706
C17 -2.36684 1.46995 1.96945
C18 -1.64560 3.61076 2.89911
H10 0.34679 5.46846 0.40046
H11 0.44181 4.06906 -0.68411
H12 1.92425 4.84710 -0.11864
H13 1.15333 5.11874 2.82624
H14 2.66602 4.38565 2.28540
H15 1.55435 3.47032 3.32179
H16 3.28074 2.00198 2.25392
H17 3.56823 1.96960 0.50578
H18 4.69046 1.15785 1.61108
H19 2.78260 -1.74304 0.42205
H20 4.40179 -1.04949 0.54621
H21 3.27124 -0.42750 -0.66435
H22 -0.09692 -1.30102 3.96333
H23 0.41269 -0.09947 5.17375
H24 1.04434 -1.75423 5.22878
H25 3.90155 -0.11736 3.66733
H26 3.34673 -0.99414 5.09045
H27 2.98008 0.72955 4.93236
H28 -2.27500 0.80330 1.11215
H29 -3.38189 1.86547 1.95641
H30 -2.24010 0.88032 2.88349
H31 -1.03746 4.48481 2.68670
H32 -1.42637 3.25629 3.91160
H33 -2.69211 3.91166 2.86298

The HOMO-LUMO gap comes out at 7.5602 eV. As for the charge: +1. The highest occupied orbital energy is -9.63 eV. Its LUMO energy is -0.0762 Ha.

These are the Mulliken partial charges, in e, on atoms 1 to 4: number 1, Ca, carries 2.2077; number 2, O, carries -0.6893; number 3, C, carries 0.3703; number 4, C, carries -0.7511

3.
Entry from the OMol25 dataset: C5H8NS as an isolated structure (ωB97M-V with the def2-TZVPD basis set).

Geometry (Å):
C1 1.16128 -0.45930 -0.02843
C2 -1.25290 -0.23298 -0.42940
C3 1.06131 -1.70237 0.43309
C4 -2.42565 -0.59734 -0.69698
C5 -0.06799 1.61194 0.38630
N1 -0.10685 0.23864 -0.08673
S1 3.35552 0.12458 -0.31271
H1 1.94577 -2.25885 0.66111
H2 0.12014 -2.11141 0.84672
H3 -2.85675 -1.22154 0.10494
H4 3.76819 0.44453 0.99658
H5 -2.94098 -0.64548 -1.64389
H6 0.50827 2.18258 -0.38981
H7 0.53455 1.91623 1.20407
H8 -0.98003 2.16451 0.80465

As for the spin multiplicity: 3. The energy relative to the best compared isomer or geometry (same formula, charge and spin) is 3.792 eV. The HOMO-LUMO gap (alpha / beta) comes out at 7.6849 / 7.0810 eV. As for the charge: +1. The highest occupied orbital energy (alpha / beta) is -11.73 / -14.03 eV. Its LUMO energy (alpha / beta) is -0.1486 / -0.2552 Ha.

These are the Mulliken partial charges, in e, on atoms 1 to 4: number 1, C, carries 0.1711; number 2, C, carries 0.7395; number 3, C, carries -0.7215; number 4, C, carries -0.8343

4.
Entry from the OMol25 dataset: CH5ClO4Pd as an isolated structure (ωB97M-V with the def2-TZVPD basis set).

Geometry (Å):
Pd1 -0.72930 0.17083 0.73519
C1 0.37333 0.04591 -2.74180
H1 0.53511 0.04978 -1.46331
H2 0.29707 -0.95557 -3.13937
H3 1.02078 0.43633 -3.63019
H4 -0.65969 0.41609 -3.21191
H5 -2.02462 -0.51387 1.13508
O1 0.50044 2.86321 1.88293
Cl1 1.07834 1.55436 2.01158
O2 2.06231 1.30069 2.96425
O3 -0.06619 0.60738 2.71179
O4 1.43421 1.14005 0.64577

As for the spin multiplicity: 3. The HOMO-LUMO gap (alpha / beta) comes out at 9.7277 / 7.8313 eV. The highest occupied orbital energy (alpha / beta) is -9.60 / -11.37 eV. Its LUMO energy (alpha / beta) is 0.0045 / -0.1301 Ha.

These are the Mulliken partial charges, in e, on atoms 1 to 4: number 1, Pd, carries 0.2650; number 2, C, carries -0.8096; number 3, H, carries -0.0068; number 4, H, carries 0.3241

5.
Entry from the OMol25 dataset: a 2-piece molecular cluster, C6H12N2O2 overall (ωB97M-V with the def2-TZVPD basis set).

Geometry (Å):
C1 0.25293 -3.04069 -0.56038
C2 0.45045 -1.85864 0.33258
C3 1.60561 -1.62884 1.26067
C4 0.20316 -1.66907 1.81748
C5 -0.54201 -0.37309 1.49574
N1 -0.17811 -0.56470 0.08559
C6 -0.14246 0.24006 -1.00771
O1 0.80505 0.21008 -1.79293
O2 -1.40870 0.51181 -1.42119
H1 -0.73339 -3.00100 -1.04282
H2 1.01919 -3.07572 -1.34734
H3 0.32917 -3.96094 0.03397
H4 2.20603 -2.51483 1.47313
H5 2.15775 -0.68681 1.21400
H6 -0.12633 -2.41245 2.54021
H7 -1.62901 -0.44200 1.63756
H8 -0.14652 0.55020 1.94093
H9 -1.75016 -0.26427 -1.88026
N2 -0.13563 2.93028 -0.41735
H10 0.83368 3.10753 -0.16541
H11 -0.38006 3.46311 -1.24827
H12 -0.73875 3.19393 0.35912

The energy relative to the best compared isomer or geometry (same formula, charge and spin) is 2.884 eV. The HOMO-LUMO gap comes out at 9.1654 eV. The highest occupied orbital energy is -8.42 eV. Its LUMO energy is 0.0273 Ha. The SMILES is C[C@]12C[C@H]1CN2C(=O)O.N.

These are the Mulliken partial charges, in e, on atoms 1 to 4: number 1, C, carries -1.4927; number 2, C, carries 0.7465; number 3, C, carries -0.7389; number 4, C, carries -0.2917

6.
Entry from the OMol25 dataset: one molecule with the formula C8H14 (ωB97M-V with the def2-TZVPD basis set).

Geometry (Å):
C1 1.95364 0.23896 1.89928
C2 1.53922 0.75250 0.75304
C3 0.92246 0.06396 -0.41854
C4 1.38498 -1.12233 -0.82549
C5 0.79384 -1.76387 -2.07767
C6 -0.45985 0.64559 -0.67388
C7 -1.43761 0.11292 0.36518
C8 -2.37591 1.17098 0.93730
H1 2.00303 -0.82445 2.09870
H2 2.33276 0.90705 2.66397
H3 1.53109 1.83315 0.60254
H4 2.15218 -1.68186 -0.30814
H5 -0.23456 -2.08609 -1.89152
H6 1.42842 -2.58089 -2.40734
H7 0.73099 -1.01529 -2.86703
H8 -0.39256 1.73381 -0.67675
H9 -0.91043 0.59754 -1.68323
H10 -2.05382 -0.69842 -0.04095
H11 -0.95083 -0.49341 1.13476
H12 -3.22486 1.32791 0.27126
H13 -2.84541 0.80704 1.85031
H14 -1.88675 2.07517 1.29418

The energy relative to the best compared isomer or geometry (same formula, charge and spin) is 1.818 eV. The HOMO-LUMO gap comes out at 9.7440 eV. The highest occupied orbital energy is -8.61 eV. Its LUMO energy is 0.0416 Ha. The SMILES is C=C/C(=C/C)CCC.

These are the Mulliken partial charges, in e, on atoms 1 to 4: number 1, C, carries -0.7597; number 2, C, carries -0.4854; number 3, C, carries 0.3707; number 4, C, carries -0.1577

7.
Entry from the OMol25 dataset: C4H9ClSi as an isolated structure (ωB97M-V with the def2-TZVPD basis set).

Geometry (Å):
C1 1.78272 -0.53706 -0.32731
C2 0.44675 -0.70398 -0.16790
C3 -0.07663 -2.04323 -0.70159
C4 -1.05800 2.11462 -0.60726
Si1 -0.79102 0.61854 0.48199
Cl1 -3.28427 -0.55873 0.26002
H1 2.54763 0.15848 -0.04364
H2 2.41894 -1.35738 -0.63562
H3 0.43725 -2.96525 -0.19586
H4 0.09146 -2.03690 -1.78828
H5 -1.13510 -2.01974 -0.55045
H6 -1.16307 2.89991 0.05460
H7 -0.04146 2.33507 -1.08368
H8 -1.82612 2.16818 -1.35869
H9 -0.60086 1.18865 1.78843

The energy relative to the best compared isomer or geometry (same formula, charge and spin) is 2.919 eV. The HOMO-LUMO gap comes out at 9.4876 eV. The highest occupied orbital energy is -9.95 eV. Its LUMO energy is -0.0169 Ha.

These are the Mulliken partial charges, in e, on atoms 1 to 4: number 1, C, carries -0.8714; number 2, C, carries 0.5481; number 3, C, carries -1.0946; number 4, C, carries -0.9747

8.
Entry from the OMol25 dataset: an isolated ion of composition CH3O3S2 and charge -1 (ωB97M-V with the def2-TZVPD basis set).

Geometry (Å):
C1 -0.16229 -0.02050 -1.38463
S1 0.31558 1.31864 -0.35915
S2 0.20140 0.00708 1.47332
O1 1.10809 -1.04131 1.14839
O2 -1.21894 -0.38932 1.51433
O3 0.62914 0.98065 2.47034
H1 0.07187 -1.00771 -0.87612
H2 0.30223 0.15126 -2.40590
H3 -1.24709 0.00120 -1.58058

The energy relative to the best compared isomer or geometry (same formula, charge and spin) is 0.000 eV. The HOMO-LUMO gap comes out at 8.0254 eV. As for the charge: -1. The highest occupied orbital energy is -4.43 eV. Its LUMO energy is 0.1321 Ha. The SMILES is CSS(=O)(=O)[O-].

These are the Mulliken partial charges, in e, on atoms 1 to 4: number 1, C, carries -0.6877; number 2, S, carries -0.2622; number 3, S, carries 1.0125; number 4, O, carries -0.5738

9.
Entry from the OMol25 dataset: one molecule with the formula C5H11N (ωB97M-V with the def2-TZVPD basis set).

Geometry (Å):
C1 0.42839 1.50124 1.55150
C2 0.16139 1.50593 0.05020
N1 0.46943 0.22472 -0.57155
C3 -0.41184 -0.17917 -1.65451
C4 -0.46674 -0.85860 -0.33576
C5 0.12253 -2.22584 -0.09166
H1 -0.05140 2.36822 2.01787
H2 0.01482 0.60039 2.01906
H3 1.49790 1.53823 1.77736
H4 -0.89065 1.79228 -0.12992
H5 0.78528 2.26471 -0.43771
H6 -1.24401 0.48462 -1.89893
H7 0.05621 -0.65479 -2.51417
H8 -1.34530 -0.61608 0.26940
H9 -0.61628 -3.01596 -0.26635
H10 0.47746 -2.31170 0.94168
H11 0.97647 -2.39452 -0.75512

The energy relative to the best compared isomer or geometry (same formula, charge and spin) is 1.115 eV. The HOMO-LUMO gap comes out at 10.3525 eV. The highest occupied orbital energy is -9.07 eV. Its LUMO energy is 0.0470 Ha. The SMILES is CCN1C[C@H]1C.

These are the Mulliken partial charges, in e, on atoms 1 to 4: number 1, C, carries -1.0616; number 2, C, carries -0.3894; number 3, N, carries -0.3617; number 4, C, carries -0.6062

10.
Entry from the OMol25 dataset: C31H36BiBr2N2O7PS2 as an isolated structure (ωB97M-V with the def2-TZVPD basis set).

Geometry (Å):
Bi1 -0.53789 -0.94319 0.84399
C1 5.47938 -1.83067 -2.04300
C2 4.33540 -2.54546 -1.34234
O1 4.14857 -2.05915 -0.01476
P1 3.13228 -0.86637 0.46382
S1 0.81860 -0.89484 3.12186
S2 1.44389 -1.20850 -0.74596
O2 3.70142 0.42968 -0.41208
C3 4.53923 1.35756 0.26646
C4 5.10630 2.31363 -0.76554
H1 5.68632 -2.31204 -3.00028
H2 6.37890 -1.85999 -1.42676
H3 5.20546 -0.79149 -2.22062
H4 4.55419 -3.61067 -1.24189
H5 3.40971 -2.42980 -1.90983
H6 5.34781 0.83676 0.79238
H7 3.95376 1.90551 1.01334
H8 5.77272 1.78277 -1.44558
H9 5.65408 3.11878 -0.27441
H10 4.28837 2.73685 -1.34889
O3 -2.03506 0.76231 2.69051
C5 -1.17336 1.77482 3.13127
C6 -0.32269 2.37228 2.03525
C7 -0.08261 3.74137 2.01175
C8 0.71653 4.27887 1.01959
C9 1.24021 3.43254 0.05804
C10 0.93871 2.08262 0.12986
N1 0.19457 1.56293 1.10349
H11 -2.43589 1.07367 1.83544
H12 -0.51126 1.32961 3.88084
H13 -1.73599 2.58284 3.61785
H14 -0.52992 4.37134 2.76905
H15 0.91451 5.34312 0.98882
H16 1.87220 3.80081 -0.73833
H17 1.30416 1.38560 -0.61130
Br1 -2.52984 -2.82378 3.43992
C11 -3.79001 -2.83632 1.97940
Br2 -5.11265 -1.45325 2.17001
H18 -4.29829 -3.79221 1.98500
H19 -3.26138 -2.67843 1.04774
O4 -1.67959 -4.71526 -1.34351
C12 -1.28293 -3.83973 -0.58025
O5 -1.71575 -2.63887 -0.49855
C13 -0.24292 -4.22894 0.46224
C14 0.16733 -5.55306 0.57463
C15 0.93652 -5.92188 1.65230
C16 1.33117 -4.95974 2.59997
C17 1.96261 -5.29019 3.82375
C18 2.21454 -4.29719 4.78460
C19 2.00936 -2.98124 4.50870
C20 1.62193 -2.53155 3.14639
C21 0.99414 -3.61029 2.31694
N2 0.19641 -3.29369 1.31059
H20 -0.16586 -6.25388 -0.17677
H21 1.23230 -6.95397 1.80404
H22 2.15808 -6.33245 4.04174
H23 2.55564 -4.59307 5.76956
H24 2.18025 -2.20973 5.24662
H25 2.57802 -2.29640 2.62987
C22 -4.79577 4.87432 -4.79000
C23 -4.16607 3.83942 -3.89403
C24 -4.93293 3.03852 -3.05804
C25 -4.35030 2.12495 -2.19050
C26 -5.22550 1.25294 -1.32964
C27 -2.95118 2.01806 -2.13573
C28 -2.17124 2.73920 -3.04579
C29 -0.67248 2.59849 -3.12863
C30 -2.79471 3.64519 -3.90093
C31 -2.32080 1.28291 -0.95687
O6 -1.40084 0.44995 -1.16213
O7 -2.78869 1.61880 0.15852
H26 -5.80307 5.12411 -4.45729
H27 -4.85880 4.51081 -5.81855
H28 -4.19679 5.78579 -4.79889
H29 -6.01409 3.13684 -3.06181
H30 -6.27333 1.34841 -1.61574
H31 -5.11556 1.52311 -0.28106
H32 -4.92970 0.20727 -1.42590
H33 -0.19210 3.38995 -2.55046
H34 -0.34431 2.68704 -4.16538
H35 -0.35239 1.63832 -2.73469
H36 -2.18111 4.22659 -4.58349

As for the spin multiplicity: 2. The energy relative to the best compared isomer or geometry (same formula, charge and spin) is 2.201 eV. The HOMO-LUMO gap (alpha / beta) comes out at 7.1939 / 6.6991 eV. As for the charge: -1. The highest occupied orbital energy (alpha / beta) is -4.71 / -5.29 eV. Its LUMO energy (alpha / beta) is 0.0913 / 0.0519 Ha.

These are the Mulliken partial charges, in e, on atoms 1 to 4: number 1, Bi, carries 2.0634; number 2, C, carries -1.0549; number 3, C, carries -0.1179; number 4, O, carries -0.2776

11.
Entry from the OMol25 dataset: one molecule with the formula C4H3BrCl2O2 (ωB97M-V with the def2-TZVPD basis set).

Geometry (Å):
C1 1.18650 2.45362 -0.07265
C2 -2.22848 -1.70140 -0.10402
C3 0.99844 0.26082 0.79198
C4 -0.90125 -1.60486 -0.16468
O1 1.65426 2.18269 -1.12730
O2 0.89237 1.54614 0.90098
Cl1 -0.12487 -0.25123 -0.86686
Cl2 0.22096 -2.66742 0.52156
Br1 2.83507 -0.38056 0.25030
H1 0.96779 3.51560 0.05637
H2 -2.71467 -2.53640 0.14756
H3 -2.78612 -0.81699 -0.33322

The energy relative to the best compared isomer or geometry (same formula, charge and spin) is 3.006 eV. The HOMO-LUMO gap comes out at 8.5116 eV. The highest occupied orbital energy is -8.28 eV. Its LUMO energy is 0.0086 Ha.

These are the Mulliken partial charges, in e, on atoms 1 to 4: number 1, C, carries 0.0977; number 2, C, carries -0.7318; number 3, C, carries -0.0877; number 4, C, carries 0.5922

12.
Entry from the OMol25 dataset: one molecule with the formula C2H8N2Si (ωB97M-V with the def2-TZVPD basis set).

Geometry (Å):
H1 -2.54052 1.34781 -0.87042
N1 -2.81319 0.49738 -0.37365
N2 -2.00566 -0.15933 0.23164
Si1 -0.17144 0.14908 0.44425
C1 1.42168 1.16410 -0.11364
C2 0.28570 -1.58402 -0.07408
H2 -0.41686 0.74486 1.91616
H3 1.97710 0.61178 -0.73619
H4 1.98271 1.42450 0.85824
H5 1.10006 2.07331 -0.67225
H6 0.48143 -1.81194 -1.17122
H7 1.13544 -2.10260 0.57962
H8 -0.43642 -2.35493 -0.01844

The energy relative to the best compared isomer or geometry (same formula, charge and spin) is 0.871 eV. The HOMO-LUMO gap comes out at 8.5135 eV. The highest occupied orbital energy is -8.18 eV. Its LUMO energy is 0.0123 Ha. The SMILES is [H]/N=N\[SiH](C)C.

These are the Mulliken partial charges, in e, on atoms 1 to 4: number 1, H, carries 0.2350; number 2, N, carries -0.4797; number 3, N, carries 0.0759; number 4, Si, carries 0.4877